{
  "formula": "C48H132N12O12",
  "method": "the ωB97M-V functional and the def2-TZVPD basis",
  "homo_lumo_gap_ev": 9.02,
  "smiles": "COC[C@H](C)N.COC[C@H](C)N.COC[C@H](C)N.COC[C@H](C)N.COC[C@H](C)N.COC[C@H](C)N.COC[C@H](C)N.COC[C@H](C)N.COC[C@H](C)N.COC[C@H](C)N.COC[C@H](C)N.COC[C@H](C)N",
  "e_above_lowest_kj_mol": 677.0,
  "elements": ["C", "C", "C", "O", "C", "N", "H", "H", "H", "H", "H", "H", "H", "H", "H", "H", "H", "C", "C", "C", "O", "C", "N", "H", "H", "H", "H", "H", "H", "H", "H", "H", "H", "H", "C", "C", "C", "O", "C", "N", "H", "H", "H", "H", "H", "H", "H", "H", "H", "H", "H", "C", "C", "C", "O", "C", "N", "H", "H", "H", "H", "H", "H", "H", "H", "H", "H", "H", "C", "C", "C", "O", "C", "N", "H", "H", "H", "H", "H", "H", "H", "H", "H", "H", "H", "C", "C", "C", "O", "C", "N", "H", "H", "H", "H", "H", "H", "H", "H", "H", "H", "H", "C", "C", "C", "O", "C", "N", "H", "H", "H", "H", "H", "H", "H", "H", "H", "H", "H", "C", "C", "C", "O", "C", "N", "H", "H", "H", "H", "H", "H", "H", "H", "H", "H", "H", "C", "C", "C", "O", "C", "N", "H", "H", "H", "H", "H", "H", "H", "H", "H", "H", "H", "C", "C", "C", "O", "C", "N", "H", "H", "H", "H", "H", "H", "H", "H", "H", "H", "H", "C", "C", "C", "O", "C", "N", "H", "H", "H", "H", "H", "H", "H", "H", "H", "H", "H", "C", "C", "C", "O", "C", "N", "H", "H", "H", "H", "H", "H", "H", "H", "H", "H", "H"],
  "xyz": [[5.1202, -1.0956, 3.5286], [3.9060, -2.0175, 3.3641], [4.3482, -3.5582, 3.5082], [5.2514, -3.7739, 2.4256], [5.8556, -5.0764, 2.4860], [2.9970, -1.6026, 4.4675], [5.7763, -1.3902, 2.7096], [5.6191, -1.2865, 4.4787], [4.9132, -0.0302, 3.4270], [3.5606, -1.9574, 2.3320], [3.5505, -4.2778, 3.3240], [4.8269, -3.5998, 4.4866], [6.4119, -5.2884, 1.5729], [5.2053, -5.8822, 2.8262], [6.6946, -4.9526, 3.1708], [2.0571, -1.6387, 4.0995], [3.1834, -0.6670, 4.7992], [-4.6595, 2.9735, -3.0520], [-4.5084, 4.1594, -2.1019], [-3.3077, 5.1702, -2.2086], [-2.0638, 4.7068, -1.5945], [-1.0137, 5.7217, -1.6597], [-5.7238, 4.9288, -2.1885], [-4.8296, 3.3108, -4.0745], [-5.5523, 2.4579, -2.6984], [-3.7744, 2.3383, -3.0177], [-4.4166, 3.6580, -1.1384], [-3.7012, 6.0131, -1.6404], [-3.1203, 5.4695, -3.2398], [-0.2730, 5.3961, -0.9293], [-1.1777, 6.7153, -1.2427], [-0.4951, 5.7833, -2.6164], [-6.1154, 4.7475, -3.1017], [-6.2485, 4.2524, -1.6526], [-3.2558, -4.5674, 3.7636], [-1.8379, -4.1972, 3.1752], [-0.6782, -4.5088, 4.1476], [-0.6425, -3.6414, 5.2675], [0.2967, -4.0015, 6.2196], [-1.6525, -4.9627, 1.8495], [-3.9437, -4.1000, 3.0591], [-3.4175, -4.1010, 4.7354], [-3.6063, -5.5917, 3.8904], [-1.8466, -3.1407, 2.9072], [0.2741, -4.6206, 3.6293], [-0.8943, -5.5433, 4.4144], [0.4501, -3.1756, 6.9142], [1.2165, -4.4232, 5.8143], [-0.1616, -4.8968, 6.6396], [-2.2645, -4.5434, 1.1642], [-1.8346, -5.9560, 1.8707], [0.0883, 1.6358, -0.7088], [-0.1426, 0.0901, -0.9112], [0.9390, -0.7278, -0.2540], [0.8842, -2.0576, -0.6708], [0.0289, -2.8358, 0.0666], [-1.5353, -0.1977, -0.5701], [0.2548, 1.7580, 0.3614], [-0.7871, 2.2216, -0.9893], [0.9001, 2.0031, -1.3368], [-0.0351, -0.1050, -1.9782], [0.9183, -0.6942, 0.8353], [1.9662, -0.4882, -0.5288], [0.4770, -3.8018, 0.2994], [-0.8428, -2.9453, -0.5786], [-0.3003, -2.3921, 1.0062], [-1.6004, -0.2706, 0.4352], [-2.0053, 0.6430, -0.8740], [2.7481, -12.0193, -1.6685], [2.7566, -10.6647, -0.8502], [1.4095, -10.2895, -0.2988], [0.4596, -9.9629, -1.2809], [0.2357, -8.5822, -1.2933], [3.8304, -10.8327, 0.1833], [2.4613, -12.8861, -1.0731], [3.7371, -12.2558, -2.0610], [2.1115, -11.8909, -2.5439], [3.1320, -9.8450, -1.4627], [1.3758, -9.5906, 0.5369], [1.0613, -11.1080, 0.3313], [-0.6128, -8.3174, -1.9241], [1.0911, -8.1351, -1.7998], [0.1125, -8.0846, -0.3313], [3.5737, -11.6669, 0.6914], [4.6947, -11.0302, -0.3004], [2.5124, 5.4457, -4.1246], [3.7355, 4.5536, -4.4527], [4.6682, 4.9412, -5.6374], [4.0156, 5.0390, -6.9154], [3.4210, 3.8787, -7.4755], [4.4779, 4.4105, -3.2095], [1.9240, 4.9617, -3.3450], [1.9097, 5.6272, -5.0145], [2.9078, 6.4023, -3.7830], [3.1986, 3.6734, -4.8064], [5.4424, 4.1740, -5.6379], [5.1958, 5.8912, -5.5513], [2.8000, 4.2631, -8.2846], [2.8059, 3.3128, -6.7758], [4.2080, 3.2640, -7.9124], [3.8763, 4.4659, -2.4001], [4.9170, 3.5049, -3.1253], [-2.6987, -5.2442, -2.2854], [-1.8655, -4.9009, -3.5050], [-1.5550, -3.4230, -3.8577], [-2.8227, -2.8448, -4.0415], [-2.9414, -1.5270, -3.4543], [-0.6149, -5.6897, -3.3966], [-2.6654, -6.3157, -2.0884], [-3.7525, -4.9686, -2.3240], [-2.2882, -4.7767, -1.3903], [-2.3863, -5.3879, -4.3294], [-0.9830, -3.1798, -4.7531], [-1.0179, -2.9444, -3.0387], [-2.0347, -0.9308, -3.5568], [-3.0749, -1.4456, -2.3756], [-3.7174, -0.9196, -3.9202], [0.1013, -5.2501, -2.8365], [-0.2318, -5.8961, -4.3081], [2.5819, 2.9423, 2.5337], [3.2175, 3.1821, 1.1807], [2.8956, 4.5801, 0.7040], [3.7661, 4.9745, -0.3970], [4.1702, 6.3661, -0.3791], [4.5773, 2.8199, 1.3455], [2.7543, 1.9452, 2.9389], [1.5152, 3.1612, 2.5822], [2.9614, 3.5274, 3.3715], [2.7454, 2.3881, 0.6021], [3.2090, 5.1972, 1.5461], [1.8645, 4.7299, 0.3838], [4.6821, 6.6353, -1.3030], [4.8047, 6.7013, 0.4413], [3.2691, 6.9795, -0.3738], [4.8936, 3.5732, 0.7518], [4.7053, 2.0092, 0.7570], [0.3142, 0.1475, 5.2142], [-0.7888, -0.3513, 4.1948], [-1.1682, 0.7394, 3.1103], [-2.2138, 0.3309, 2.2405], [-3.6187, 0.4495, 2.7010], [-0.0850, -1.4597, 3.5059], [1.1135, 0.6304, 4.6521], [0.7354, -0.6828, 5.7811], [-0.0713, 0.8140, 5.9857], [-1.6478, -0.7245, 4.7524], [-0.3120, 0.7858, 2.4374], [-1.3657, 1.6724, 3.6382], [-4.2398, 0.0324, 1.9084], [-3.8609, 1.5046, 2.8288], [-3.7652, -0.0093, 3.6788], [-0.1982, -2.2115, 4.1708], [-0.6487, -1.7812, 2.7319], [4.9988, 0.2035, -2.1088], [5.2475, 0.1109, -3.5858], [4.2263, -0.5440, -4.5517], [3.1541, 0.3380, -4.8070], [2.3943, -0.1139, -5.9019], [5.6300, 1.4633, -4.1100], [5.8714, -0.0559, -1.5094], [4.3356, -0.6099, -1.8146], [4.4570, 1.0788, -1.7504], [6.1657, -0.4741, -3.5343], [3.7502, -1.4028, -4.0784], [4.6899, -0.7494, -5.5166], [2.2173, -1.1890, -5.8727], [2.7910, 0.1248, -6.8887], [1.4274, 0.3892, -5.8976], [4.7478, 1.9177, -4.2981], [5.9330, 1.1861, -5.0328], [-0.8665, 5.2435, 2.6018], [-2.2789, 4.5567, 2.4647], [-3.0880, 4.7830, 3.7778], [-2.4643, 4.0692, 4.8370], [-3.1502, 3.4287, 5.8076], [-2.8033, 5.3041, 1.3298], [-1.0776, 6.2714, 2.8967], [-0.3639, 5.0713, 1.6500], [-0.2144, 4.7126, 3.2953], [-2.0941, 3.5003, 2.2700], [-4.0915, 4.3941, 3.6047], [-3.2053, 5.8488, 3.9736], [-3.4427, 2.4007, 5.5936], [-4.0069, 4.0359, 6.0998], [-2.4388, 3.4336, 6.6335], [-3.8109, 5.2563, 1.2804], [-2.5400, 4.8745, 0.4545], [-8.1839, 5.7335, 0.6710], [-7.0167, 4.9891, 1.2863], [-7.0760, 3.4276, 1.0927], [-7.3162, 3.0189, -0.2664], [-7.2913, 1.6099, -0.4773], [-5.7493, 5.5204, 0.8324], [-7.9496, 6.7879, 0.5247], [-9.0157, 5.6743, 1.3730], [-8.4771, 5.3023, -0.2862], [-6.9300, 5.1320, 2.3634], [-7.8548, 3.0401, 1.7496], [-6.1500, 3.0016, 1.4789], [-8.2029, 1.1158, -0.1413], [-6.4132, 1.1635, -0.0107], [-7.2389, 1.3632, -1.5377], [-5.6753, 5.6048, -0.1713], [-5.7017, 6.4836, 1.1327]],
  "forces_ev_per_angstrom": [[0.493, -1.158, -1.099], [0.762, -0.271, 1.668], [0.141, 2.288, -1.023], [0.042, -0.933, -0.109], [1.183, 1.408, 0.464], [-0.301, -1.375, -1.175], [0.528, 0.313, 0.182], [0.007, 0.035, 0.062], [-0.330, -0.076, 0.016], [-0.672, 0.431, 0.061], [-0.491, 0.169, 0.754], [0.045, -0.613, 0.151], [-0.810, -0.053, -0.460], [-0.197, 0.071, -0.268], [-0.032, -0.459, 0.694], [-0.402, 0.213, 0.274], [0.090, 0.012, -0.292], [0.863, 0.407, 0.015], [2.447, -0.232, -0.752], [-0.019, -0.969, 0.564], [-0.399, 1.482, -0.829], [0.501, -1.174, 1.011], [-0.719, -0.444, 0.748], [0.062, -0.046, -0.140], [0.150, -0.388, -0.209], [-0.132, -0.268, -0.108], [-0.046, 0.530, 0.552], [0.336, 0.335, -0.043], [-0.003, 0.047, -0.164], [0.211, -0.552, -0.141], [-1.237, 0.138, -0.394], [-0.446, -0.067, -0.274], [0.001, 0.524, -0.509], [-1.532, 0.489, 0.532], [0.383, 1.451, -0.127], [-0.869, -2.173, -0.696], [-0.799, -0.935, -0.669], [-0.704, 0.740, -1.914], [-0.194, -1.676, 0.478], [0.648, 1.455, 1.276], [-0.326, -0.018, 0.117], [0.078, 0.242, 0.069], [0.874, -0.345, -0.347], [-0.158, -0.191, 0.054], [0.285, 0.765, -0.149], [0.009, -0.323, 0.819], [0.043, -0.289, -0.050], [0.434, 0.744, -0.348], [0.199, -0.013, 1.258], [-0.046, -0.063, -0.078], [-0.198, 0.018, 0.477], [0.203, -1.184, -0.085], [0.211, 2.193, -1.116], [0.387, -0.290, 0.102], [1.174, -0.023, -0.175], [-1.249, -1.102, -0.202], [0.721, -0.853, -0.039], [0.272, 0.531, 0.040], [-0.141, -0.119, -0.005], [0.352, 0.038, 0.351], [0.061, -0.090, -0.238], [-0.242, 0.209, 0.368], [-0.173, 1.086, -0.254], [-0.028, -0.053, -0.089], [-0.560, -0.591, 0.415], [0.159, 0.145, -0.044], [-0.465, 0.273, 0.211], [-0.579, -0.126, 0.344], [-0.368, 1.454, -0.393], [2.085, -1.257, -0.422], [-0.398, -0.944, 1.556], [-0.326, -0.448, 0.727], [0.277, 0.972, -1.372], [-1.362, 0.668, 0.209], [-0.366, 0.205, 0.157], [0.185, 0.290, 0.098], [-0.302, -0.370, 0.053], [-0.220, -0.042, -0.411], [0.854, 1.039, -0.469], [-0.421, -1.009, -0.573], [-0.141, -0.374, 0.077], [0.196, 0.516, 0.111], [-0.044, -0.385, 0.323], [0.295, -0.214, 0.326], [0.052, -0.067, -0.006], [1.210, 0.508, -0.771], [-1.219, 0.583, -0.163], [-0.646, -0.161, -0.026], [-0.154, 0.133, 0.788], [0.464, 0.687, -0.038], [0.304, -0.373, -0.308], [-0.038, 0.075, -0.030], [-0.093, -0.046, 0.049], [-0.298, 0.202, 0.247], [0.453, -0.901, 0.162], [0.217, -0.281, -0.228], [-0.277, 0.093, 0.426], [-0.096, -0.213, 0.008], [0.027, -0.071, 0.017], [-0.023, -0.418, 0.037], [-0.177, 0.243, 0.049], [0.463, -0.013, -0.180], [-0.229, 0.680, 0.848], [1.551, -1.033, -0.906], [-1.210, -0.426, 0.919], [-1.067, 2.146, 0.813], [0.441, 0.302, -0.269], [-0.136, -0.210, -0.097], [0.154, -0.017, -0.335], [0.067, 0.264, -0.325], [0.121, 0.165, 0.162], [-0.087, 0.396, -0.371], [0.361, -0.903, -0.244], [0.060, -0.043, 0.402], [0.452, -0.151, -0.538], [-0.313, -0.950, 0.233], [-0.245, -0.544, -0.297], [0.005, 0.213, 0.072], [0.116, 0.123, -0.003], [-1.152, 0.450, 1.547], [-3.200, -2.145, 1.432], [1.849, 0.729, -0.491], [0.410, 0.323, 0.457], [-0.981, -0.105, -0.456], [1.495, 1.104, -1.189], [-0.103, -0.385, -0.649], [-0.340, -0.247, -0.301], [0.577, 0.655, -0.337], [-0.383, 0.381, -0.856], [-0.586, 0.490, 0.168], [-0.096, -0.098, 0.409], [0.059, -0.633, -0.088], [0.017, -0.615, 0.375], [-0.159, 0.159, 0.180], [1.999, 0.082, -0.206], [0.481, -0.270, 0.083], [-1.255, 0.182, -0.391], [1.784, 0.734, -0.420], [0.031, -1.427, 1.381], [-1.722, -0.129, 0.539], [1.926, 0.505, -0.133], [-0.717, 0.319, 0.086], [0.008, 0.064, 0.078], [-0.014, -0.251, -0.309], [-0.147, 0.351, -0.218], [-0.360, 0.183, -0.029], [0.213, 0.449, 0.226], [-0.122, 0.342, -0.294], [0.136, -0.172, 0.231], [0.013, 0.218, -0.134], [-0.021, -0.423, -0.154], [0.489, -0.403, 0.134], [-0.058, 0.300, -0.328], [-1.802, -1.077, 1.078], [0.885, 0.946, -0.296], [-0.139, 0.476, 1.267], [-0.227, 0.570, -0.320], [-0.848, 0.255, -0.148], [-0.023, -1.453, 0.003], [0.252, 0.802, -0.152], [-0.339, -0.302, -0.055], [0.391, 0.354, -0.143], [0.024, -0.315, -1.075], [0.490, -0.669, -0.187], [0.380, -0.468, 0.080], [-0.002, -0.171, 0.160], [0.720, 0.055, -0.013], [-0.059, -0.015, 0.356], [-0.362, 0.270, -0.033], [0.526, 0.689, -0.561], [-0.619, -1.782, 0.521], [1.939, 1.771, 0.592], [-0.186, -1.300, -1.095], [1.919, 1.224, -2.529], [-0.618, 0.354, 1.510], [-1.169, -0.203, 0.064], [0.570, 0.026, -0.335], [-0.082, 0.767, -0.246], [-0.111, 0.239, 0.565], [-0.443, -0.309, 0.149], [-0.366, -0.157, 0.071], [0.315, 0.166, 0.235], [-0.166, -0.174, -0.292], [-0.438, -0.261, 0.294], [-0.313, -0.397, 0.420], [-0.472, -0.025, 0.243], [0.568, -0.097, -0.148], [-0.610, -0.251, 0.516], [0.579, -1.069, -0.747], [-0.302, 0.646, 0.068], [0.283, 0.226, 0.169], [0.023, 0.108, 0.087], [0.776, 0.199, -0.148], [0.061, -0.047, 0.040], [-0.367, 0.037, -0.236], [0.023, 0.031, 0.029], [-0.623, -0.133, 0.209], [-0.416, -0.087, -0.083], [0.366, -0.011, -0.236], [-0.072, 0.093, 0.471], [0.035, -0.093, 0.215], [0.104, 0.543, -0.131], [-0.286, -0.241, -0.426], [0.151, 0.204, 0.276]],
  "mulliken_charge": [-1.7525, 0.8072, -0.6725, -0.2772, -0.8272, -0.5692, 0.4777, 0.3609, 0.4348, 0.0220, 0.3706, 0.2872, 0.2565, 0.2885, 0.3318, 0.0918, 0.2910, -1.5484, 1.5577, -1.1151, -0.0214, -0.5557, -0.7830, 0.4023, 0.2627, 0.3532, -0.2110, 0.3745, 0.3908, -0.1974, 0.3906, 0.3937, 0.3903, 0.0254, -1.7403, 2.0516, -1.1787, -0.4127, -0.9646, -0.4527, 0.4047, 0.3653, 0.3917, -0.9218, 0.3177, 0.5863, 0.2601, 0.2952, 0.4113, 0.1131, 0.2332, -0.7768, 0.4934, 0.0319, -0.5398, 0.7409, -0.0361, -0.2837, 0.1235, 0.4868, 0.0805, 0.0518, 0.1688, 0.4927, -0.1146, -0.6261, -0.0695, 0.1132, -1.3321, 0.5065, -0.9008, -0.3655, -0.5774, -0.7310, 0.3445, 0.4165, 0.3175, 0.1910, 0.4621, 0.3683, 0.1795, 0.2802, 0.2656, 0.2763, 0.2724, -1.4507, 1.4405, -0.7253, -0.3863, -0.6027, -0.5594, 0.1757, 0.4989, 0.3280, -0.5001, 0.3358, 0.3311, 0.2962, 0.2471, 0.2564, 0.1454, 0.3167, -0.9318, 0.1608, 0.2140, -0.4137, -0.6481, -0.4958, 0.3826, 0.3520, -0.1723, 0.3489, 0.3137, -0.3061, 0.2529, 0.3145, 0.3197, 0.1882, 0.2466, -1.3408, 1.2089, -0.0757, -0.1763, -1.0634, -0.7963, 0.0252, -0.0599, 0.5538, -0.2998, 0.5964, -0.4324, 0.2923, 0.3396, 0.3813, 0.3942, 0.3614, -1.2354, 0.7484, 0.1250, 0.2579, -0.6271, 0.4871, -0.0983, 0.2950, 0.4652, 0.3999, -0.5293, 0.0582, 0.1260, 0.0117, 0.2843, 0.1581, -1.0828, -1.1030, 0.5481, -0.8712, -0.1310, -0.9748, -0.6115, 0.4384, 0.3032, -0.0629, 0.3118, 0.3942, 0.4408, 0.3931, 0.3347, 0.2449, -0.0565, 0.3080, -1.1617, 1.3562, -0.6812, -0.3248, -0.7531, -0.4340, 0.4077, -0.0252, 0.2939, -0.4830, 0.3960, 0.3157, 0.1955, 0.3785, 0.2802, 0.3910, 0.0353, -1.5509, -0.1010, -0.3681, -0.3743, -0.8598, -0.4224, 0.3930, 0.4419, 0.2679, 0.5558, 0.5438, -0.0097, 0.3186, 0.2870, 0.2972, 0.1040, 0.2576]
}